Entry 1:
This record from the OMol25 dataset describes an isolated ion of composition C6H8I2N and charge +1 in a non-equilibrium geometry. The level of theory is the ωB97M-V functional and the def2-TZVPD basis.

## Properties
HOMO-LUMO gap ... 8.20 eV
Net charge ... +1
Energy relative to the best compared isomer or geometry (same formula, charge and spin) ... 164.6 kJ/mol
DFT total energy ... -883.1879 Ha
Structure (SMILES) ... [NH3+]/C(I)=C/C=C\C=C\I

XYZ file:
```
17
Properties=species:S:1:pos:R:3:forces:R:3:mulliken_charge:R:1
C -0.644 -0.590 2.018 -1.44 1.64 2.01 -0.131
C -1.463 0.105 1.219 2.62 -0.33 -2.28 -0.604
C 0.399 -1.406 1.490 2.01 -1.46 -1.82 -0.228
C -1.184 0.267 -0.282 -1.36 -2.48 0.11 -0.029
C 1.310 -0.898 0.640 0.71 -0.51 0.62 -0.274
C -0.154 0.939 -0.757 -0.59 1.45 0.35 -0.674
N 0.260 0.899 -2.168 -2.65 -1.27 -3.12 -0.307
I 2.659 -2.057 -0.559 -0.68 0.50 0.55 0.072
I 0.720 2.582 0.279 -0.19 -0.43 -0.45 0.301
H -0.792 -0.429 3.144 0.05 -0.81 -1.70 0.317
H -2.215 0.706 1.546 -2.15 1.40 1.28 0.507
H 0.360 -2.514 1.572 -0.11 0.86 0.29 0.299
H -1.841 -0.422 -0.956 1.40 1.25 0.90 0.241
H 1.525 0.174 0.524 -0.06 -1.10 0.31 0.289
H 0.307 -0.125 -2.608 -0.33 2.36 1.33 0.420
H 1.186 1.261 -2.284 0.84 0.51 -0.03 0.385
H -0.432 1.506 -2.818 1.96 -1.59 1.68 0.414
```
Forces are in eV/Å.

---

Entry 2:
This record from the OMol25 dataset describes C6H8I3O3S as an isolated structure in a non-equilibrium geometry. The level of theory is the ωB97M-V functional and the def2-TZVPD basis.

## Properties
HOMO-LUMO gap (alpha / beta) ... 6.60 / 6.60 eV
Net charge ... -1
Energy relative to the best compared isomer or geometry (same formula, charge and spin) ... 142.3 kJ/mol
DFT total energy ... -1750.4309 Ha

XYZ file:
```
21
Properties=species:S:1:pos:R:3:forces:R:3:mulliken_charge:R:1
C 0.482 -0.641 -0.291 0.53 -1.50 -0.05 -0.457
C 0.425 0.241 0.912 2.09 3.03 -0.61 -0.500
C -0.577 -0.246 -1.350 0.61 -0.09 1.47 -0.814
C -1.011 0.311 1.469 0.82 -1.90 -1.25 -0.588
C -1.943 -0.074 -0.786 -0.88 -2.87 -1.45 -0.327
C -2.065 0.686 0.404 0.40 1.05 1.82 -0.807
O -4.564 -0.249 -1.197 0.09 -0.84 0.06 -0.602
O -3.238 1.311 -2.380 0.58 0.39 -0.77 -0.627
O -3.125 -1.071 -3.026 0.36 1.32 1.76 -0.641
S -3.352 -0.071 -1.959 -1.01 -0.87 -2.12 1.412
I -2.407 -2.793 -0.104 0.25 1.30 -0.02 -0.113
I -3.917 0.801 1.387 -0.68 -0.18 0.99 0.274
I -1.827 2.781 -0.313 0.75 0.22 0.54 0.255
H 1.534 -0.784 -0.687 -1.28 0.44 0.15 0.337
H 0.198 -1.569 0.177 -0.12 -1.13 -0.73 0.181
H 1.216 -0.024 1.734 -1.58 0.31 -1.46 0.301
H 0.802 1.265 0.407 -1.03 -1.41 1.92 0.188
H -0.301 0.700 -1.745 0.26 1.22 -0.45 0.406
H -0.651 -0.879 -2.182 0.06 -1.24 -1.01 0.423
H -1.283 -0.761 1.822 0.23 1.86 -0.29 0.265
H -1.003 1.030 2.225 -0.44 0.87 1.50 0.436
```
Forces are in eV/Å.

---

Entry 3:
This record from the OMol25 dataset describes a 2-piece molecular cluster, C6H8INO3S overall in a non-equilibrium geometry. The level of theory is the ωB97M-V functional and the def2-TZVPD basis.

## Properties
HOMO-LUMO gap (alpha / beta) ... 7.94 / 7.51 eV
Energy relative to the best compared isomer or geometry (same formula, charge and spin) ... 318.6 kJ/mol
DFT total energy ... -1209.5741 Ha

XYZ file:
```
20
Properties=species:S:1:pos:R:3:forces:R:3:mulliken_charge:R:1
C -1.463 -2.995 -0.242 -2.41 -0.89 -0.66 -0.547
C -1.225 0.206 -1.656 0.05 -0.12 1.74 -0.488
C -0.263 -2.719 0.095 1.94 1.85 0.56 -0.334
C -0.535 0.099 -0.537 0.35 2.07 0.56 -0.203
C 1.072 2.373 0.127 1.25 -0.75 1.74 0.729
C -0.197 2.195 0.823 -1.61 -2.14 -0.69 -0.825
N 2.099 1.752 0.787 4.25 -0.04 -0.55 -0.348
O 1.239 2.964 -0.891 -0.16 1.09 -1.85 -0.586
O 0.457 -0.718 1.662 -0.33 -0.99 -1.72 -0.624
O 1.779 -1.206 -0.372 -1.39 -0.12 0.00 -0.609
S 0.459 -1.117 0.239 1.19 1.95 1.91 1.353
I -1.917 3.225 0.422 0.19 0.27 -0.29 0.208
H -1.920 -3.979 -0.339 0.44 0.09 0.18 0.251
H -2.110 -2.173 -0.441 -0.59 0.46 -0.25 0.276
H -1.374 -0.743 -2.129 -0.23 -0.17 -1.05 0.367
H -1.781 1.119 -1.911 0.35 -0.40 -0.10 0.169
H 0.587 -3.235 0.406 0.89 -2.10 0.27 0.338
H -0.234 1.803 1.827 0.28 -0.29 -0.05 0.421
H 2.201 1.360 1.705 -1.42 -0.09 0.25 0.218
H 3.127 1.789 0.427 -3.05 0.33 0.03 0.232
```
Forces are in eV/Å.

---

Entry 4:
This record from the OMol25 dataset describes one molecule with the formula C6H8IP in a non-equilibrium geometry. The level of theory is the ωB97M-V functional and the def2-TZVPD basis.

## Properties
HOMO-LUMO gap (alpha / beta) ... 7.63 / 6.85 eV
Energy relative to the best compared isomer or geometry (same formula, charge and spin) ... 0.0 kJ/mol
DFT total energy ... -872.2836 Ha

XYZ file:
```
16
Properties=species:S:1:pos:R:3:forces:R:3:mulliken_charge:R:1
C 0.926 -1.288 0.000 -1.22 1.42 0.60 -0.351
C 2.332 -1.326 -0.331 -0.90 0.21 0.18 -0.074
C 0.166 -0.265 0.510 2.70 -1.41 0.30 0.563
C 3.038 -0.413 0.240 1.23 1.95 0.60 -0.674
C -1.237 -0.444 0.867 -1.39 -1.11 -0.33 -1.436
C 0.531 2.369 -0.205 -2.25 0.32 0.88 -0.813
P 0.780 1.266 1.254 1.03 -0.89 -0.70 -0.017
I 5.030 -0.065 0.095 0.40 0.20 0.11 0.095
H 0.586 -2.276 -0.102 -1.67 -1.09 -0.25 0.364
H 2.700 -2.141 -0.935 0.21 -0.10 -0.12 0.401
H -1.420 -1.458 1.283 -0.15 0.76 0.10 0.329
H -1.731 -0.415 -0.086 -0.90 -0.06 -0.46 0.330
H -1.674 0.372 1.449 0.13 -0.37 0.26 0.424
H -0.513 2.326 -0.699 1.72 -0.30 0.73 0.264
H 1.312 1.963 -0.799 0.59 0.47 -1.26 0.280
H 0.642 3.381 0.194 0.48 -0.01 -0.64 0.317
```
Forces are in eV/Å.

---

Entry 5:
This record from the OMol25 dataset describes C6H8LiO6 as an isolated structure in a non-equilibrium geometry. The level of theory is the ωB97M-V functional and the def2-TZVPD basis.

## Properties
HOMO-LUMO gap (alpha / beta) ... 4.93 / 6.71 eV
Multiplicity ... 2
Expectation value of S² ... 1.21
Energy relative to the best compared isomer or geometry (same formula, charge and spin) ... 901.7 kJ/mol
DFT total energy ... -692.1014 Ha

XYZ file:
```
21
Properties=species:S:1:pos:R:3:forces:R:3:mulliken_charge:R:1
O 2.277 -0.301 -0.447 -1.38 -1.26 0.04 -0.364
C 3.309 0.577 -0.793 1.52 2.65 1.74 0.741
O 4.356 0.506 -0.146 -0.56 -0.78 -0.68 -0.653
O 2.892 1.483 -1.554 -0.70 -1.20 -0.91 -0.772
C 2.301 -0.927 0.833 -0.42 0.71 -0.21 -0.165
H 3.146 -1.638 0.854 -0.23 -0.05 0.22 0.321
H 2.473 -0.194 1.636 0.11 -0.07 -0.34 0.337
C 1.009 -1.645 1.029 1.10 -1.33 -0.55 -0.838
H 0.721 -2.257 0.169 -0.30 0.34 0.29 0.343
H 0.880 -2.140 1.994 -0.39 0.50 -0.17 0.383
O -2.570 -0.384 -1.265 -0.60 -2.01 -1.33 -0.406
C -1.342 -0.342 -0.740 0.21 6.16 1.46 1.062
C -3.370 0.567 -0.530 0.98 -1.05 1.36 -0.339
O -1.335 -0.388 0.589 1.23 -2.15 -0.26 -0.408
O -0.616 0.612 -1.169 0.04 -3.02 -1.83 -0.770
C -2.350 1.118 0.498 -3.59 2.55 1.85 -0.591
H -4.227 0.056 -0.081 0.07 0.04 0.07 0.270
H -3.721 1.331 -1.234 0.39 -0.14 0.21 0.286
H -2.799 2.121 0.609 0.78 1.91 -1.86 0.305
H -2.001 1.398 1.504 -0.28 -2.43 0.87 0.377
Li 0.967 0.446 -1.755 2.01 0.64 0.02 0.881
```
Forces are in eV/Å.

---

Entry 6:
This record from the OMol25 dataset describes a 2-piece molecular cluster, C6H8N overall in a non-equilibrium geometry. The level of theory is the ωB97M-V functional and the def2-TZVPD basis.

## Properties
HOMO-LUMO gap ... 6.49 eV
Net charge ... +1
Energy relative to the best compared isomer or geometry (same formula, charge and spin) ... 904.8 kJ/mol
DFT total energy ... -287.6116 Ha

XYZ file:
```
15
Properties=species:S:1:pos:R:3:forces:R:3:mulliken_charge:R:1
C 3.711 0.094 -1.235 1.71 -1.00 0.37 -0.236
C -1.369 0.856 -0.580 -0.71 1.20 3.26 -0.009
C -1.783 1.310 0.559 0.24 0.28 -2.85 0.092
C 2.207 -1.139 0.423 -0.27 -1.03 0.89 -0.010
C 1.390 -0.252 -0.148 -0.82 -0.11 0.54 -0.461
C -2.818 2.260 1.082 -2.02 0.02 -3.87 -0.986
N 2.786 -0.357 -0.521 -0.43 0.52 -0.28 0.003
H 3.606 0.993 -1.759 -0.54 0.99 -0.97 0.258
H 4.681 -0.402 -1.229 -0.19 0.13 0.17 0.233
H -1.132 0.589 -1.557 0.45 -0.52 -1.26 0.443
H -1.151 1.082 1.344 1.88 -1.04 1.61 0.366
H 2.526 -1.934 1.131 -0.41 0.76 -0.84 0.313
H -3.392 1.761 1.788 -1.00 -0.94 1.45 0.338
H -3.517 2.607 0.259 0.82 -0.55 0.92 0.328
H -2.420 3.130 1.486 1.27 1.31 0.85 0.330
```
Forces are in eV/Å.